# 1
Formula: C3H4BrN
Source: OMol25
Level of theory: ωB97M-V/def2-TZVPD

Structure (XYZ):
```
9
Properties=species:S:1:pos:R:3:nbo_charge:R:1
C 1.0389 -0.2331 0.5019 -0.0195
C -0.4036 1.0740 -0.1852 -0.3214
C -0.3151 -0.3788 0.1947 0.1019
N 1.0697 0.9922 -0.0272 -0.1885
Br -1.2853 -2.6411 2.3802 -0.5941
H 1.9084 -0.7636 0.9850 0.2617
H -0.7081 1.1459 -1.1956 0.2116
H -0.9294 1.8019 0.3266 0.2412
H -0.9465 -1.3581 -0.0493 0.3070
```

HOMO-LUMO gap (spin up / spin down)	5.36 / 5.36	eV
ΔE to the lowest compared entry with this formula, charge and spin	439.7	kJ/mol



# 2
Formula: C3H4BrN2O
Source: OMol25
Level of theory: ωB97M-V/def2-TZVPD

Structure (XYZ):
```
11
Properties=species:S:1:pos:R:3:nbo_charge:R:1
C -0.2684 1.1831 1.2935 0.9273
C -1.2442 0.2368 -1.3092 0.0456
C 0.2161 -0.9776 0.2412 0.0758
N -0.9208 2.1215 0.9615 -0.4844
N -0.1032 -0.4220 -1.0433 -0.6322
O 0.4423 0.1567 1.2151 -0.4331
Br -2.7009 -0.4193 -0.3492 0.0735
H -0.6444 -1.6640 0.5134 0.2563
H 1.0780 -1.5411 0.3225 0.2422
H -1.7105 2.7362 0.9492 0.5020
H 0.6492 -0.2156 -1.6302 0.4271
```

HOMO-LUMO gap	7.71	eV
net charge	+1
ΔE to the lowest compared entry with this formula, charge and spin	65.3	kJ/mol



# 3
Formula: C3H4BrN3O
Source: OMol25
Level of theory: ωB97M-V/def2-TZVPD

Structure (XYZ):
```
12
Properties=species:S:1:pos:R:3:nbo_charge:R:1
C -1.3007 0.4727 -0.3282 0.2321
C 1.2912 -0.8512 1.0734 0.8481
C 1.5394 0.1466 -1.2075 -0.3961
N -2.0881 0.0418 0.5021 -0.2503
N -2.6734 -0.6992 1.2283 -0.3283
N 1.0634 -0.6568 -0.0832 -0.5306
O 1.2113 -0.9862 2.2425 -0.5317
Br -1.3790 2.2016 -1.3240 -0.0559
H 0.9875 -0.1713 -2.0993 0.2237
H 1.3779 1.0983 -0.8923 0.2114
H 2.6078 0.1062 -1.3419 0.2063
H -2.6374 -0.7026 2.2302 0.3711
```

HOMO-LUMO gap (spin up / spin down)	7.68 / 7.12	eV
ΔE to the lowest compared entry with this formula, charge and spin	0.0	kJ/mol
multiplicity	3



# 4
Formula: C3H4BrNO
Source: OMol25
Level of theory: ωB97M-V/def2-TZVPD

Structure (XYZ):
```
10
Properties=species:S:1:pos:R:3:nbo_charge:R:1
C 0.3468 0.2929 -1.5266 0.0350
C 1.0033 1.9130 0.2291 -0.1866
C -0.7494 -1.7768 0.7279 0.2709
N 0.5894 1.0657 -0.6101 -0.3005
O 0.2998 -1.3055 1.0147 -0.5260
Br -1.2455 -0.5934 -1.9226 0.0817
H 1.7041 1.5725 0.8938 0.2079
H 0.6627 2.8379 0.0190 0.1953
H -0.9584 -2.8845 0.8280 0.1081
H -1.6528 -1.1218 0.3468 0.1142
```

HOMO-LUMO gap (spin up / spin down)	8.09 / 8.09	eV
ΔE to the lowest compared entry with this formula, charge and spin	395.1	kJ/mol



# 5
Formula: C3H4BrNO
Source: OMol25
Level of theory: ωB97M-V/def2-TZVPD

Structure (XYZ):
```
10
Properties=species:S:1:pos:R:3:nbo_charge:R:1
C 2.0553 -0.0336 -1.6202 0.0682
C 0.4637 -1.7245 -0.8974 -0.1481
C -0.2461 1.5911 1.1735 0.2814
N 1.2820 -0.7530 -1.0603 -0.3489
O -0.1312 0.4327 1.3642 -0.5150
Br 2.1412 1.7846 -1.0642 0.0020
H -0.4744 -1.5978 -1.4651 0.2182
H 0.8873 -2.4385 -0.1959 0.2191
H -0.4732 1.8602 0.1830 0.1137
H -0.0838 2.3502 1.9724 0.1095
```

HOMO-LUMO gap (spin up / spin down)	8.32 / 8.32	eV
ΔE to the lowest compared entry with this formula, charge and spin	360.1	kJ/mol



# 6
Formula: C3H4BrNS
Source: OMol25
Level of theory: ωB97M-V/def2-TZVPD

Structure (XYZ):
```
10
Properties=species:S:1:pos:R:3:nbo_charge:R:1
C 0.7326 -0.8637 -0.0099 0.1246
C 0.9779 0.4363 0.6799 -0.6083
C -1.1571 0.2045 -0.7643 -0.2682
N -0.2820 -1.0384 -0.7214 -0.3860
S -0.1919 1.5912 -0.1027 0.2258
Br -2.7809 -0.1758 0.2885 -0.0084
H 1.4325 -1.6775 0.1137 0.2013
H 0.7534 0.3337 1.7445 0.2422
H 1.9939 0.8018 0.5563 0.2457
H -1.4785 0.3879 -1.7846 0.2313
```

HOMO-LUMO gap	9.93	eV
ΔE to the lowest compared entry with this formula, charge and spin	0.0	kJ/mol
structure (SMILES)	Br[C@@H]1N=CCS1



# 7
Formula: C3H4BrNS
Source: OMol25
Level of theory: ωB97M-V/def2-TZVPD

Structure (XYZ):
```
10
Properties=species:S:1:pos:R:3:nbo_charge:R:1
C -0.2028 1.6300 -0.7129 0.0183
C -0.2738 -0.4343 0.5409 -0.3232
C 0.4235 -1.7433 0.3332 -0.2593
N -0.0269 0.4014 -0.5133 -0.4202
S 1.9527 -1.5576 -0.0881 0.1064
Br 0.0583 2.6034 -2.2200 0.0851
H -1.3710 -0.4914 0.4236 0.2205
H 0.0171 -0.1749 1.6050 0.2117
H -0.1956 -2.5850 0.6112 0.2047
H -0.3816 2.3516 0.0204 0.1560
```

HOMO-LUMO gap	8.52	eV
ΔE to the lowest compared entry with this formula, charge and spin	202.0	kJ/mol
structure (SMILES)	S=CC/N=C/Br



# 8
Formula: C3H4BrO3
Source: OMol25
Level of theory: ωB97M-V/def2-TZVPD

Structure (XYZ):
```
11
Properties=species:S:1:pos:R:3:nbo_charge:R:1
C 1.1136 -1.1659 -0.7674 0.9496
C -0.7420 0.8388 1.3544 -0.4533
C -1.5368 0.9568 0.3268 -0.1954
O -0.0103 -1.5104 -0.9973 -0.7628
O 2.0915 -1.5693 -1.6550 -0.7693
O 1.5288 -0.4753 0.1837 -0.8471
Br -3.0345 2.1959 -0.0815 -0.1100
H 3.0456 -1.4212 -1.2031 0.4667
H -0.9518 1.6747 2.0474 0.1808
H 0.1147 0.2076 1.3015 0.3079
H -1.6189 0.2683 -0.5095 0.2330
```

HOMO-LUMO gap	7.63	eV
net charge	-1
ΔE to the lowest compared entry with this formula, charge and spin	170.6	kJ/mol